15
Properties=species:S:1:pos:R:3 method="wB97M-V/def2-TZVPD" homo_ev=-8.689 smiles="OC1(O)NC(F)=C(F)C(Cl)=C1F" multiplicity=1 lumo_ev=0.33
C -2.770 -1.054 0.042
C -2.952 0.412 -0.003
C -1.858 1.150 -0.161
C -1.606 -1.623 0.382
C -0.175 0.300 0.060
N -0.439 -0.974 0.607
O 0.399 0.091 -1.163
O 0.575 1.120 0.892
F -3.779 -1.772 -0.409
F -1.610 2.468 -0.149
F -1.396 -2.940 0.401
Cl -4.570 1.081 0.208
H 0.003 -1.298 1.434
H 0.884 0.913 -1.399
H 0.050 2.066 0.906

***

220
Properties=species:S:1:pos:R:3 method="wB97M-V/def2-TZVPD" charge=-2 homo_ev=-4.992 multiplicity=1 lumo_ev=0.66
C -5.477 -13.926 35.146
N -5.094 -13.559 33.783
C -3.782 -13.645 33.494
C -3.193 -12.946 32.503
C -4.047 -12.133 31.718
C -5.410 -12.019 31.983
C -5.870 -12.730 33.128
C -3.488 -11.228 30.662
C -4.004 -11.166 29.403
C -3.504 -10.259 28.502
N -2.556 -9.372 28.808
C -2.006 -9.436 30.042
C -2.510 -10.366 30.973
C -2.166 -8.356 27.820
H -6.543 -14.065 35.100
H -5.153 -13.179 35.814
H -5.064 -14.872 35.414
H -3.263 -14.338 34.185
H -2.113 -13.104 32.420
H -6.220 -11.532 31.433
H -6.866 -12.685 33.511
H -4.588 -11.953 29.010
H -3.914 -10.137 27.496
H -1.343 -8.659 30.385
H -2.042 -10.312 31.973
H -1.311 -8.752 27.295
H -1.902 -7.477 28.485
H -3.017 -8.069 27.212
C 3.120 -3.677 31.258
N 3.390 -4.935 32.012
C 3.978 -6.020 31.461
C 4.287 -7.114 32.263
C 3.833 -7.209 33.553
C 3.067 -6.098 34.054
C 2.917 -4.973 33.299
C 4.130 -8.430 34.379
C 3.928 -9.693 33.805
C 4.158 -10.786 34.574
N 4.461 -10.730 35.870
C 4.650 -9.512 36.408
C 4.554 -8.322 35.679
C 4.458 -11.882 36.777
H 3.017 -4.028 30.242
H 3.929 -2.948 31.392
H 2.214 -3.207 31.647
H 4.188 -6.093 30.353
H 4.739 -7.941 31.797
H 2.757 -6.093 35.152
H 2.423 -4.082 33.712
H 3.699 -9.741 32.775
H 4.187 -11.799 34.259
H 4.583 -9.492 37.527
H 4.691 -7.339 36.207
H 3.780 -11.642 37.587
H 5.486 -12.158 36.986
H 3.912 -12.661 36.198
C -1.611 1.500 31.020
N -1.822 0.311 30.182
C -0.867 -0.579 29.881
C -0.980 -1.640 29.051
C -2.190 -1.806 28.331
C -3.196 -0.869 28.670
C -3.047 0.143 29.573
C -2.629 -2.816 27.351
C -2.715 -4.146 27.548
C -3.573 -4.988 26.636
N -4.244 -4.318 25.545
C -3.919 -3.058 25.265
C -3.190 -2.328 26.110
C -4.961 -5.145 24.608
H -2.557 1.860 31.356
H -1.048 2.271 30.499
H -1.155 1.172 31.940
H 0.103 -0.491 30.383
H -0.200 -2.459 29.051
H -4.140 -0.895 28.121
H -3.743 0.894 29.843
H -2.165 -4.698 28.252
H -2.994 -5.811 26.264
H -4.403 -2.605 24.434
H -2.914 -1.319 25.851
H -5.815 -5.511 25.127
H -4.293 -6.005 24.341
H -5.097 -4.607 23.663
C -0.131 -11.771 37.428
N -0.567 -10.698 36.527
C -1.853 -10.726 36.121
C -2.306 -9.742 35.198
C -1.491 -8.670 34.792
C -0.144 -8.735 35.268
C 0.263 -9.713 36.154
C -1.918 -7.570 33.897
C -3.129 -7.644 33.186
C -3.576 -6.596 32.453
N -2.835 -5.516 32.303
C -1.664 -5.298 33.011
C -1.243 -6.294 33.866
C -3.296 -4.320 31.598
H 0.071 -12.650 36.851
H -0.898 -12.094 38.149
H 0.729 -11.450 38.008
H -2.503 -11.547 36.442
H -3.320 -9.761 34.763
H 0.626 -7.978 35.041
H 1.208 -9.751 36.665
H -3.637 -8.612 33.306
H -4.563 -6.678 31.993
H -1.117 -4.362 32.768
H -0.324 -6.146 34.384
H -3.072 -4.268 30.528
H -2.873 -3.426 32.033
H -4.357 -4.271 31.580
C -6.653 -6.101 35.756
N -5.730 -6.724 36.770
C -6.107 -7.731 37.469
C -5.150 -8.489 38.188
C -3.825 -8.107 38.310
C -3.471 -6.845 37.657
C -4.439 -6.200 36.936
C -2.948 -8.777 39.256
C -1.706 -8.416 39.791
C -1.029 -9.158 40.764
N -1.481 -10.386 41.071
C -2.646 -10.850 40.530
C -3.394 -10.072 39.686
C -0.676 -11.272 41.899
H -6.200 -6.373 34.802
H -6.762 -5.004 35.831
H -7.657 -6.599 35.776
H -7.165 -8.070 37.379
H -5.490 -9.349 38.770
H -2.492 -6.421 37.585
H -4.154 -5.306 36.395
H -1.221 -7.498 39.496
H -0.040 -8.800 41.091
H -2.966 -11.820 40.830
H -4.330 -10.501 39.326
H 0.197 -10.733 42.133
H -0.539 -12.295 41.422
H -1.111 -11.319 42.958
N -6.789 -2.940 37.139
S -5.615 -1.955 36.877
O -5.909 -0.574 36.745
O -4.696 -2.596 35.981
F -4.907 -1.932 38.297
S -8.144 -2.815 37.876
O -9.096 -3.788 37.406
O -8.525 -1.439 38.189
F -7.766 -3.395 39.351
N -3.577 -10.377 25.141
S -3.050 -9.316 24.160
O -1.637 -9.489 23.772
O -3.556 -7.946 24.360
F -3.826 -9.670 22.870
S -3.704 -11.920 24.716
O -3.524 -12.174 23.332
O -4.810 -12.448 25.425
F -2.258 -12.375 25.327
N -7.098 -9.609 30.257
S -8.567 -10.072 30.691
O -9.294 -9.051 31.377
O -8.459 -11.399 31.268
F -9.227 -10.231 29.296
S -6.400 -8.277 30.441
O -5.210 -8.158 29.579
O -6.278 -7.832 31.847
F -7.390 -7.182 29.818
N 0.485 0.302 33.692
S 1.913 0.364 33.083
O 2.558 -0.921 32.924
O 2.672 1.485 33.486
F 1.544 0.858 31.552
S -0.483 -0.909 33.705
O -0.387 -1.771 32.552
O -1.703 -0.502 34.212
F 0.213 -1.742 34.892
N 0.724 -10.124 31.121
S 1.672 -9.431 30.109
O 2.848 -8.853 30.720
O 0.917 -8.590 29.220
F 2.179 -10.537 29.112
S 0.990 -11.360 32.174
O -0.168 -11.398 32.940
O 2.272 -11.504 32.757
F 0.890 -12.534 31.109
O 0.847 -6.132 30.860
C -0.011 -5.074 30.432
O -0.673 -5.425 29.434
O 0.061 -3.979 31.072
H 0.675 -6.773 30.157
O -6.946 -13.128 40.232
C -6.056 -12.082 40.037
O -6.508 -10.952 40.012
O -4.859 -12.402 39.925
H -6.334 -13.902 40.212
O -7.153 -10.368 35.290
C -5.807 -10.088 34.995
O -5.057 -11.063 35.038
O -5.482 -8.899 34.699
H -7.634 -9.516 35.165
O -2.988 -12.899 38.044
C -2.934 -13.883 37.076
O -2.375 -13.564 36.015
O -3.474 -14.948 37.399
H -3.700 -12.979 38.718
O 1.611 -8.337 39.249
C 2.109 -9.593 39.243
O 2.011 -10.136 40.313
O 2.523 -10.084 38.164
H 1.676 -7.848 38.438
O 0.901 -4.522 36.906
C 0.820 -5.944 37.082
O -0.289 -6.277 37.555
O 1.849 -6.649 36.938
H 0.106 -4.127 37.192
O -5.881 -5.134 29.110
C -5.454 -4.739 27.878
O -4.617 -5.623 27.394
O -5.771 -3.648 27.418
H -5.621 -6.010 29.400

***

68
Properties=species:S:1:pos:R:3 method="wB97M-V/def2-TZVPD" charge=+3 de_lowest_kj_mol=130.3 homo_ev="-17.512 / -17.513" multiplicity=3 lumo_ev="-11.19 / -12.22"
V -0.628 0.137 -1.924
P -2.791 -0.161 -1.316
P 0.095 -2.190 -1.179
P -0.218 2.228 -1.220
H 4.239 -0.771 -0.527
C 3.901 0.207 -0.161
C 3.401 0.489 1.062
H 3.226 -0.264 1.842
C -3.825 -0.399 -2.795
C -3.386 -1.468 -0.210
C -3.596 1.252 -0.521
C 1.864 -2.546 -1.408
C -0.218 -2.909 0.441
C -0.776 -3.337 -2.313
C 1.485 2.781 -1.552
C -0.427 2.549 0.541
C -1.201 3.487 -2.117
H 3.811 0.954 -0.951
H 3.250 1.521 1.417
H -4.853 -0.134 -2.522
H -3.788 -1.449 -3.104
H -3.473 0.237 -3.611
H -4.470 -1.326 -0.117
H -2.923 -1.362 0.780
H -3.204 -2.481 -0.592
H -4.678 1.062 -0.575
H -3.372 2.202 -1.020
H -3.288 1.312 0.533
H 1.948 -3.626 -1.599
H 2.429 -2.256 -0.508
H 2.270 -2.000 -2.278
H -1.136 -3.516 0.488
H -0.317 -2.106 1.198
H 0.619 -3.567 0.707
H -0.284 -4.320 -2.303
H -0.719 -2.905 -3.318
H -1.827 -3.446 -2.015
H 1.524 3.857 -1.320
H 1.752 2.614 -2.603
H 2.184 2.218 -0.922
H 0.302 3.317 0.839
H -0.259 1.630 1.124
H -1.454 2.888 0.731
H -0.831 4.464 -1.787
H -2.270 3.400 -1.910
H -1.048 3.366 -3.197
C 1.086 0.453 -5.419
C 2.338 0.150 -4.875
C 3.423 -0.190 -5.699
C 3.268 -0.227 -7.090
C 2.038 0.125 -7.650
C 0.975 0.481 -6.828
Se -0.497 0.810 -4.366
H -0.426 -0.539 -0.536
H 2.462 0.195 -3.800
H 4.387 -0.431 -5.258
H 4.109 -0.517 -7.720
H 1.925 0.167 -8.726
H 0.025 0.755 -7.284
C 0.686 -0.669 3.817
C -0.616 -0.149 3.272
N -1.237 0.754 4.071
O -1.113 -0.460 2.177
H 0.768 -0.503 4.898
H 1.529 -0.170 3.326
H 0.756 -1.741 3.622
H -2.141 1.097 3.794
H -0.877 1.017 4.975

***

21
Properties=species:S:1:pos:R:3 method="wB97M-V/def2-TZVPD" de_lowest_kj_mol=130.9 homo_ev=-9.924 smiles=O.O.O.O.O.O.S multiplicity=1 lumo_ev=0.25
S 6.428 -1.086 -1.328
H 5.297 -1.652 -1.766
H 5.833 0.133 -1.429
H 2.044 -0.730 -0.786
H 2.149 -2.193 -1.009
O 1.562 -1.536 -0.592
H -0.320 -1.439 -0.834
H -1.137 -0.238 -1.329
O -1.090 -1.188 -1.398
H -1.207 3.102 1.054
H -1.255 1.703 0.649
O -0.757 2.276 1.251
H -3.252 -0.732 3.241
H -4.183 0.399 3.379
O -4.047 -0.387 2.838
H 1.220 1.687 -0.851
H 2.319 2.027 0.175
O 2.129 1.993 -0.784
H -4.023 -0.396 0.528
H -4.037 -1.277 -0.661
O -3.671 -0.468 -0.348

***

30
Properties=species:S:1:pos:R:3 method="wB97M-V/def2-TZVPD" de_lowest_kj_mol=130.0 homo_ev=-7.878 multiplicity=1 lumo_ev=0.11
Sn -0.832 -0.810 -2.221
S 1.036 0.833 -2.795
O 1.382 -0.552 -2.452
O -0.384 0.892 -3.194
O 1.127 1.752 -1.644
O 1.858 1.347 -3.889
C -0.341 3.285 2.617
O -0.324 2.537 1.406
C 0.355 1.286 1.394
C 0.472 0.638 0.078
N -0.824 0.270 -0.586
C -1.559 -0.718 0.219
C -0.720 -2.057 0.517
O -0.339 -2.511 -0.814
C 0.596 -3.574 -0.867
H -1.140 4.024 2.571
H 0.636 3.754 2.733
H -0.405 2.560 3.429
H -0.008 0.566 2.127
H 1.402 1.527 1.582
H 1.200 -0.166 0.186
H 0.962 1.430 -0.487
H -1.241 1.178 -0.439
H -2.488 -1.082 -0.220
H -1.823 -0.270 1.177
H -1.380 -2.800 0.965
H 0.180 -1.877 1.104
H 0.095 -4.468 -0.495
H 1.395 -3.276 -0.187
H 1.114 -3.719 -1.814

***

69
Properties=species:S:1:pos:R:3 method="wB97M-V/def2-TZVPD" charge=+1 homo_ev=-10.952 multiplicity=1 lumo_ev=-5.24
C -1.511 -1.247 3.255
C -1.237 -0.338 1.999
O -1.601 -1.082 0.808
P -2.677 -0.275 -0.150
O -3.754 0.346 0.665
C -1.891 1.072 -1.180
C -0.306 1.047 -1.187
C 0.319 0.490 -2.514
C 1.758 -0.051 -2.369
C 2.338 -0.422 -1.061
C 3.698 -0.956 -1.190
N 4.465 -1.126 -2.246
N 3.931 -0.797 -3.409
C 4.798 -1.046 -4.585
S 6.486 -0.286 -4.325
O 6.449 0.750 -3.305
O 7.343 -1.384 -3.925
C 2.683 -0.294 -3.462
O 2.209 -0.018 -4.735
C 2.286 1.393 -5.082
C 3.473 2.218 -4.458
C 3.060 3.020 -3.150
O 3.785 3.254 -5.433
O -3.415 -1.418 -1.101
C -2.633 -1.832 -2.237
C -1.363 -2.695 -1.886
H -2.484 -1.771 3.120
H -0.709 -2.033 3.269
H -1.441 -0.692 4.218
H -0.117 -0.207 1.967
H -1.695 0.673 2.078
H -2.285 1.079 -2.228
H -2.215 2.034 -0.707
H 0.033 2.114 -1.100
H 0.016 0.524 -0.259
H 0.362 1.359 -3.226
H -0.350 -0.253 -3.026
H 1.776 -0.334 -0.114
H 4.164 -1.274 -0.227
H 4.954 -2.150 -4.625
H 4.338 -0.731 -5.545
H 6.937 0.300 -5.497
H 1.344 1.967 -4.892
H 2.434 1.426 -6.195
H 4.425 1.656 -4.328
H 2.042 3.444 -3.312
H 3.128 2.372 -2.241
H 3.842 3.809 -3.011
H 2.912 3.524 -5.774
H -3.304 -2.493 -2.845
H -2.366 -0.988 -2.931
H -1.294 -2.996 -0.816
H -1.425 -3.651 -2.471
H -0.388 -2.225 -2.163
C -4.562 0.902 5.828
C -4.292 -0.577 6.049
O -3.127 -0.834 6.816
C -3.116 -0.316 8.137
C -4.226 -0.865 9.016
H -3.685 1.393 5.399
H -5.410 1.037 5.154
H -4.795 1.412 6.765
H -4.132 -1.052 5.079
H -5.161 -1.071 6.495
H -3.138 0.779 8.116
H -2.153 -0.597 8.567
H -5.211 -0.553 8.663
H -4.110 -0.507 10.041
H -4.209 -1.956 9.020

***

46
Properties=species:S:1:pos:R:3 method="wB97M-V/def2-TZVPD" charge=-2 de_lowest_kj_mol=44.8 homo_ev="-1.194 / -3.900" multiplicity=3 lumo_ev="4.08 / 3.47"
Ti 0.137 1.529 -0.340
O 1.397 -1.855 2.127
S 0.695 -0.597 2.008
O -0.775 -0.734 2.312
O 0.798 -0.161 0.540
O 1.201 0.492 2.842
O -0.126 2.942 -1.574
C -0.454 2.973 -2.841
C -0.783 1.842 -3.607
C -1.133 1.961 -4.964
C -1.461 0.838 -5.705
C -1.464 -0.440 -5.147
C -1.119 -0.575 -3.813
C -0.771 0.527 -3.021
O -0.437 0.346 -1.774
N -1.814 0.995 -7.103
O -1.839 2.121 -7.581
O -2.121 0.000 -7.747
H -0.458 3.952 -3.317
H -1.148 2.933 -5.435
H -1.730 -1.291 -5.753
H -1.114 -1.548 -3.339
C 2.366 -1.236 -1.800
C 2.853 0.017 -1.132
O 2.386 1.112 -1.396
C 3.927 -0.104 -0.101
C 3.924 0.808 0.952
C 4.872 0.695 1.956
C 5.835 -0.304 1.900
C 5.839 -1.212 0.850
C 4.872 -1.124 -0.139
H 1.452 -1.015 -2.344
H 2.172 -1.994 -1.041
H 3.133 -1.600 -2.491
H 3.145 1.558 0.994
H 4.840 1.375 2.797
H 6.573 -0.391 2.690
H 6.579 -2.002 0.815
H 4.854 -1.854 -0.939
F -3.072 0.584 2.446
Te -1.403 1.492 2.751
F 1.246 2.556 0.643
F -1.756 1.016 4.603
F -0.207 2.887 3.460
F -2.581 2.980 2.768
O -1.252 1.593 0.780

***

13
Properties=species:S:1:pos:R:3 method="wB97M-V/def2-TZVPD" de_lowest_kj_mol=85.8 homo_ev=-9.440 smiles="CC1=NCCO1" multiplicity=1 lumo_ev=1.06
C -1.558 -0.769 1.230
C -0.524 -0.273 0.281
N -0.113 -0.877 -0.760
C 1.107 -0.164 -1.156
C 0.938 1.198 -0.484
O 0.113 0.877 0.651
H -1.053 -1.120 2.138
H -2.080 -1.610 0.774
H -2.264 0.012 1.524
H 1.946 -0.729 -0.719
H 1.278 -0.118 -2.235
H 0.359 1.892 -1.109
H 1.852 1.682 -0.136